No. 1
Density functional theory data (ωB97M-V with the def2-TZVPD basis set) for a 9-piece molecular cluster, ClH16O8 overall.

Geometry (Å):
Cl  0.4778  -0.3644  -0.4490
O  0.1033  -3.7048  0.3728
H  0.3746  -2.9021  -0.0726
H  0.8543  -3.9432  0.9163
O  -0.2261  -1.2685  -3.6741
H  0.0826  -1.1274  -2.7791
H  -1.0520  -0.7870  -3.7218
O  -1.7058  -0.1639  2.5025
H  -1.7647  0.7888  2.4310
H  -1.5032  -0.4592  1.6149
O  1.6963  2.2516  -2.0395
H  1.1838  1.5182  -1.6994
H  1.2873  3.0279  -1.6570
O  1.0094  2.0865  2.2093
H  1.7306  1.8357  2.7866
H  1.0247  1.4342  1.5090
O  -2.6942  -0.2039  -0.3087
H  -3.2583  -0.9726  -0.2242
H  -1.8060  -0.5598  -0.3358
O  2.5582  -1.5268  2.1370
H  2.7176  -0.9171  2.8574
H  1.8800  -1.1039  1.6103
O  -1.2992  2.3934  -1.5641
H  -0.6792  3.0703  -1.2927
H  -0.9918  1.5981  -1.1291

Its lowest unoccupied orbital energy is 2.97 eV. For the orbital gap, the calculation gives 9.85 eV. The value obtained for the highest occupied orbital energy is -6.8728 eV. The net charge is -1. The relative energy (zero: lowest compared OMol25 entry of this formula, charge and spin) comes out at 13.6 kcal/mol.

Quick look at the Mulliken charges, all values in e: -0.897 -0.637 0.307 0.309 -0.645 0.355 0.306 -0.633 0.322 0.340 -0.604 0.303 0.268 -0.601 0.281 0.332 -0.574 0.277 0.181 -0.614 0.278 0.313 -0.589 0.267 0.356


No. 2
Density functional theory data (ωB97M-V with the def2-TZVPD basis set) for a 2-piece molecular cluster, C5H14O overall.

Geometry (Å):
C  -1.6410  0.1407  -1.0775
C  -1.4353  1.0031  0.1819
C  -2.6971  1.7430  0.5923
H  -1.7022  -0.9290  -0.8435
H  -0.8161  0.2613  -1.7763
H  -2.5708  0.3598  -1.5968
H  -1.1158  0.3592  1.0024
H  -0.5677  1.6528  0.0207
H  -3.5271  1.0391  0.5999
H  -2.6407  2.1868  1.5945
H  -2.9375  2.5274  -0.1316
C  1.9527  -0.9341  -0.6243
C  2.6092  -1.6728  0.5216
O  3.6192  -0.8762  1.1579
H  2.6415  -0.7833  -1.4470
H  1.6073  0.0529  -0.3027
H  1.0355  -1.4118  -0.9671
H  1.8618  -1.9918  1.2507
H  3.1456  -2.5350  0.1510
H  3.1787  -0.1921  1.6940

Its lowest unoccupied orbital energy is 0.87 eV. The SMILES is CCC.CCO. For the orbital gap, the calculation gives 11.24 eV. The value obtained for the highest occupied orbital energy is -10.3712 eV. The net charge is 0. The relative energy (zero: lowest compared OMol25 entry of this formula, charge and spin) comes out at 16.2 kcal/mol.

Quick look at the Mulliken charges, all values in e: -1.110 -0.006 -1.350 0.255 0.278 0.415 0.241 0.251 0.351 0.349 0.331 -0.629 -0.375 -0.520 0.303 0.108 0.259 0.280 0.273 0.297


No. 3
Density functional theory data (ωB97M-V with the def2-TZVPD basis set) for C38H50N8O2PdS2Sb as an isolated structure.

Geometry (Å):
Pd  -1.1105  -0.4875  0.2280
N  -7.8550  -3.0238  -0.0674
C  -7.1102  -2.5254  0.9416
O  -7.5333  -2.2137  2.0326
C  -5.6500  -2.2552  0.6460
C  -5.1965  -1.7120  -0.5460
C  -3.8833  -1.2902  -0.6286
N  -3.0282  -1.4355  0.3877
C  -3.4451  -2.0185  1.5213
C  -4.7494  -2.4235  1.6916
H  -8.8168  -3.2497  0.1398
H  -7.4361  -3.4731  -0.8633
H  -5.8609  -1.5414  -1.3820
H  -3.5052  -0.7996  -1.5166
H  -2.7139  -2.1350  2.3091
H  -5.0871  -2.8368  2.6321
N  -0.7103  -0.4233  2.3604
C  -0.5775  -0.2647  3.4895
C  -0.4080  -0.0679  4.8828
C  0.7601  -0.5617  5.4836
N  1.7543  -0.9615  5.9152
C  -1.3969  0.6572  5.5657
N  -2.2221  1.2952  6.0622
C  7.3949  -0.7635  0.4594
C  6.2335  -1.7115  0.7404
C  6.0661  -1.9390  2.2380
C  6.4077  -3.0402  0.0092
Sb  4.3605  -0.8469  -0.0506
C  3.8072  1.0925  0.8264
C  4.9413  2.0591  0.4767
C  2.4859  1.6195  0.2719
C  3.6919  0.9017  2.3362
C  4.2836  -0.9060  -2.2457
C  5.6442  -0.5020  -2.8069
C  3.9428  -2.3489  -2.6149
C  3.1964  0.0370  -2.7478
H  8.3014  -1.2365  0.8502
H  7.2919  0.1945  0.9693
H  7.5565  -0.5862  -0.6022
H  6.9379  -2.4989  2.5875
H  5.1816  -2.5293  2.4824
H  6.0438  -1.0058  2.7990
H  7.3217  -3.5109  0.3811
H  6.5282  -2.9164  -1.0674
H  5.5845  -3.7310  0.1994
H  5.0746  2.1784  -0.6004
H  5.8920  1.7556  0.9152
H  4.6980  3.0450  0.8852
H  2.4943  1.7636  -0.8069
H  2.3225  2.6036  0.7234
H  1.6075  1.0173  0.5412
H  4.6227  0.5772  2.7969
H  2.9138  0.1799  2.5966
H  3.4274  1.8638  2.7851
H  6.4341  -1.1978  -2.5268
H  5.9398  0.5063  -2.5132
H  5.5773  -0.5170  -3.8992
H  4.6777  -3.0647  -2.2447
H  3.9358  -2.4300  -3.7061
H  2.9577  -2.6411  -2.2452
H  3.4289  1.0846  -2.5497
H  2.2161  -0.2007  -2.3272
H  3.1306  -0.0764  -3.8342
C  -0.7292  -4.0238  -4.8135
C  0.3655  -3.2612  -4.0625
C  -0.1573  -2.0234  -3.4133
N  -0.3040  -1.8605  -2.1471
N  -0.8461  -0.6356  -1.8328
C  -1.1183  0.1251  -2.8733
N  -1.6821  1.3328  -2.7681
S  -0.6986  -0.6468  -4.3556
H  -0.3118  -4.9236  -5.2603
H  -1.1575  -3.4233  -5.6168
H  -1.5307  -4.3191  -4.1367
H  1.1724  -2.9935  -4.7482
H  0.7934  -3.8774  -3.2717
H  -1.8559  1.7096  -1.8442
H  -1.8488  1.9029  -3.5788
O  -1.9261  1.5139  0.1498
S  -2.8604  1.9330  1.3315
C  -4.5192  1.7361  0.7481
C  -5.4068  1.1609  1.6483
C  -6.7412  1.0195  1.2860
C  -7.1609  1.4427  0.0344
C  -6.2574  2.0057  -0.8658
C  -4.9289  2.1596  -0.5131
C  -2.6389  3.6740  1.4805
C  -2.7638  4.1824  2.7674
C  -2.6553  5.5529  2.9601
C  -2.4081  6.3832  1.8780
C  -2.2671  5.8574  0.5961
C  -2.3869  4.4962  0.3866
H  -5.0718  0.8489  2.6308
H  -7.4442  0.5763  1.9791
H  -8.2013  1.3402  -0.2451
H  -6.5998  2.3440  -1.8346
H  -4.2309  2.6154  -1.2025
H  -2.9634  3.5245  3.6046
H  -2.7639  5.9678  3.9526
H  -2.3226  7.4508  2.0293
H  -2.0703  6.5160  -0.2388
H  -2.2739  4.0850  -0.6069

Its lowest unoccupied orbital energy (alpha / beta) is -7.07 / -10.83 eV. For the orbital gap (alpha / beta), the calculation gives 8.77 / 5.28 eV. The value obtained for the highest occupied orbital energy (alpha / beta) is -15.8320 / -16.1035 eV. As for the multiplicity: 5. The net charge is +3. The relative energy (zero: lowest compared OMol25 entry of this formula, charge and spin) comes out at 4.6 kcal/mol.

Here are the Mulliken charges for atoms 1 to 99, given in e: 0.745 -0.389 0.204 -0.562 1.016 -1.046 -0.070 0.168 -0.625 -0.791 0.277 0.207 0.427 0.395 0.476 0.520 -0.235 0.440 0.544 -0.052 -0.235 -0.015 -0.248 -1.461 1.214 -1.710 -1.741 1.180 1.592 -1.426 -1.895 -1.851 1.470 -1.589 -1.604 -1.990 0.508 0.331 0.283 0.488 0.387 0.360 0.517 0.347 0.406 0.352 0.323 0.487 0.291 0.546 0.268 0.296 0.420 0.468 0.366 0.357 0.500 0.318 0.474 0.351 0.378 0.350 0.610 -1.280 -0.587 0.338 -0.642 0.728 0.337 -0.262 -0.123 0.397 0.380 0.334 0.338 0.294 -0.043 0.217 -0.056 0.198 0.849 -0.407 -0.776 -0.557 -0.878 -0.200 0.785 -0.456 -0.726 -0.537 -0.763 -0.159 0.482 0.480 0.480 0.476 0.243 0.489 0.441


No. 4
Density functional theory data (ωB97M-V with the def2-TZVPD basis set) for a 2-piece molecular cluster, C9H15NS overall in a non-equilibrium geometry.

Geometry (Å):
C  4.0650  1.2498  0.5562
C  3.0075  0.7100  0.5928
C  2.0628  -0.9152  -2.0981
C  0.7275  -2.3948  -0.1841
C  -1.9435  0.0021  -1.1613
C  -1.2193  1.2703  -0.9801
C  -1.0142  0.2285  0.0161
C  -2.6793  0.6157  1.8210
C  -1.1355  0.4319  1.4839
N  2.0455  -0.1977  0.6382
S  1.0469  -0.8978  -0.7618
H  4.8833  1.9607  0.6299
H  2.6578  -0.0287  -2.3482
H  1.6819  -1.5201  -3.0001
H  -0.3155  -2.4021  0.2105
H  1.0248  -3.2168  -0.7995
H  -3.0109  -0.2309  -1.0585
H  -1.4265  -0.4618  -1.9761
H  -0.4728  1.4296  -1.7458
H  -1.7271  2.3038  -0.7112
H  -3.1239  1.4515  1.1771
H  -2.7950  0.7052  2.8499
H  -3.3379  -0.2885  1.6057
H  -0.6647  -0.2890  2.1598
H  -0.6367  1.3935  1.7933
H  2.2999  -0.9092  1.2906

Its lowest unoccupied orbital energy (alpha / beta) is -0.20 / -0.70 eV. For the orbital gap (alpha / beta), the calculation gives 7.67 / 6.90 eV. The value obtained for the highest occupied orbital energy (alpha / beta) is -7.8690 / -7.6019 eV. The net charge is 0. The relative energy (zero: lowest compared OMol25 entry of this formula, charge and spin) comes out at 219.4 kcal/mol.

Quick look at the Mulliken charges, all values in e: -0.430 -0.107 -0.793 -0.943 -0.619 -0.411 0.000 -1.253 -0.194 -0.241 0.669 0.415 0.292 0.258 0.249 0.357 0.282 0.187 0.200 0.206 0.259 0.462 0.276 0.352 0.255 0.270


No. 5
Density functional theory data (ωB97M-V with the def2-TZVPD basis set) for a 2-piece molecular cluster, C5H11NO overall in a non-equilibrium geometry.

Geometry (Å):
N  -0.5145  0.7918  0.8302
C  0.6042  -0.0662  0.7546
C  1.2410  -0.5645  1.8699
C  0.7877  -1.2468  -2.9593
C  0.6782  -0.3263  -1.7580
C  0.8403  -0.7964  -0.5003
H  -1.3889  0.4198  0.4114
H  -0.4769  1.6750  0.3366
H  1.4719  0.0694  2.7244
H  1.8383  -1.4860  1.8061
H  1.2126  -0.8897  -3.9045
H  -0.2165  -1.6484  -3.1360
H  1.3028  -2.1559  -2.6162
H  0.3349  0.6831  -1.9458
H  1.0891  -1.8500  -0.3842
H  -2.8720  1.9478  2.2427
H  -3.2617  2.6997  3.4892
O  -2.6705  2.7435  2.7393

Its lowest unoccupied orbital energy (alpha / beta) is 3.70 / 3.54 eV. For the orbital gap (alpha / beta), the calculation gives 3.05 / 6.29 eV. The value obtained for the highest occupied orbital energy (alpha / beta) is 0.6499 / -2.7496 eV. As for the multiplicity: 2. The net charge is -1. The relative energy (zero: lowest compared OMol25 entry of this formula, charge and spin) comes out at 48.5 kcal/mol.

Quick look at the Mulliken charges, all values in e: -0.832 0.076 -0.691 -1.036 -0.077 -0.783 0.378 0.244 0.208 0.298 0.312 0.181 0.306 0.393 0.069 0.353 0.313 -0.712


No. 6
Density functional theory data (ωB97M-V with the def2-TZVPD basis set) for a 7-piece molecular cluster, C13H12Cl24NO4PS overall in a non-equilibrium geometry.

Geometry (Å):
H  -3.9751  -4.5032  5.9282
N  -4.5168  -3.7914  6.4740
C  -4.1347  -2.5036  6.1240
C  -4.9428  -1.2798  6.8685
C  -2.9689  -2.3506  4.9841
C  -1.6757  -1.4466  5.4155
O  -0.4874  -2.2428  5.8023
O  -1.7871  -0.4182  6.4598
C  -0.5145  0.3493  6.2477
O  0.3328  0.8582  7.1507
O  -0.3363  0.3807  4.7585
C  -1.3876  -0.4785  4.1234
C  -0.7953  -1.4023  2.8822
P  -2.7367  0.8371  3.7332
S  -2.0283  2.5706  3.1941
H  -4.5097  -0.2082  6.6567
H  -6.0717  -1.2594  6.4792
H  -5.0373  -1.5148  8.0347
H  -2.5415  -3.4256  4.6889
H  -3.4960  -1.9581  3.9922
H  -0.6260  -2.4521  6.7864
H  -1.3648  -1.2203  1.8633
H  0.3714  -1.1634  2.8001
H  -0.8466  -2.5616  3.1549
H  -3.6002  1.0893  4.8898
H  -3.5869  0.2754  2.6787
Cl  -0.7237  -1.9130  -1.1215
C  0.3660  -0.5069  -1.0227
Cl  0.5809  0.1932  -2.6470
Cl  -0.3404  0.7168  0.0627
Cl  1.9471  -1.0244  -0.3851
Cl  -3.2219  -0.2686  -6.9138
C  -1.8617  -0.6139  -5.8161
Cl  -2.4922  -1.1813  -4.2492
Cl  -0.8265  -1.8751  -6.5316
Cl  -0.9061  0.8696  -5.5696
Cl  3.1697  0.6737  -7.5606
C  3.2415  1.8823  -6.2535
Cl  2.1254  1.4113  -4.9469
Cl  4.9023  1.9674  -5.6139
Cl  2.7688  3.4769  -6.8924
Cl  2.5281  1.7994  0.3189
C  3.0584  3.5003  0.3309
Cl  3.6626  3.9455  -1.2852
Cl  1.6830  4.5483  0.7601
Cl  4.3601  3.7082  1.5295
Cl  6.4015  6.2894  -6.1143
C  6.3035  5.8708  -4.3852
Cl  7.6528  4.7880  -3.9589
Cl  6.4033  7.3572  -3.4078
Cl  4.7567  5.0488  -4.0599
Cl  0.1847  -3.8236  -10.3854
C  1.5449  -4.1688  -9.2877
Cl  0.9144  -4.7363  -7.7208
Cl  2.5801  -5.4301  -10.0031
Cl  2.5005  -2.6854  -9.0412

Its lowest unoccupied orbital energy is -0.22 eV. The SMILES is [H]/N=C(/C)C[C@]1(O)OC(=O)O[C@]1(C)[PH2]=S.ClC(Cl)(Cl)Cl.ClC(Cl)(Cl)Cl.ClC(Cl)(Cl)Cl.ClC(Cl)(Cl)Cl.ClC(Cl)(Cl)Cl.ClC(Cl)(Cl)Cl. For the orbital gap, the calculation gives 8.90 eV. The value obtained for the highest occupied orbital energy is -9.1145 eV. The net charge is 0.

Quick look at the Mulliken charges, all values in e: 0.283 -0.694 0.328 -0.862 -0.344 0.267 -0.546 -0.371 0.555 -0.543 -0.268 0.619 -0.801 0.174 -0.342 0.193 0.311 0.290 0.311 0.207 0.418 0.117 0.261 0.292 0.040 0.119 -0.123 0.159 0.098 -0.013 -0.110 -0.104 0.260 -0.067 -0.031 -0.039 -0.061 0.176 0.033 -0.065 -0.097 0.024 0.169 -0.004 -0.099 -0.105 -0.096 0.302 -0.104 -0.099 -0.010 -0.090 0.317 -0.096 -0.102 -0.036


Number 1: calculated total energy -29166.11634 eV. Number 2: calculated total energy -7459.08342 eV. Number 3: calculated total energy -87892.75492 eV. Number 4: calculated total energy -21891.15712 eV. Number 5: calculated total energy -8898.06098 eV. Number 6: calculated total energy -344010.18088 eV.